<A>
Here is a structure of composition C5H15N3O from the Open Molecules 2025 dataset. Energies are from the ωB97M-V functional and the def2-TZVPD basis.

XYZ file:
```
24
C5H15N3O | the Open Molecules 2025 dataset | the ωB97M-V functional and the def2-TZVPD basis
O 2.352 0.056 1.301
N 0.176 -2.013 -0.328
N 2.373 -0.214 -0.989
N -0.948 0.220 0.093
C 1.543 0.076 0.126
C 0.318 -0.759 0.387
C -2.168 -0.163 0.803
C -1.166 0.344 -1.347
C -0.222 1.868 0.671
H 0.265 -2.801 0.299
H -2.918 0.623 0.702
H 0.310 2.445 -0.071
H 3.053 0.709 1.201
H 0.892 -2.103 -1.044
H -1.218 2.262 0.880
H -0.255 0.729 -1.805
H -2.593 -1.091 0.409
H -1.415 -0.630 -1.775
H 2.967 -1.049 -0.969
H -1.942 -0.302 1.862
H 0.243 -0.942 1.459
H -1.989 1.031 -1.547
H 1.995 -0.004 -1.898
H 0.347 1.709 1.580
```

Values from the calculation:
Lowest unoccupied orbital energy (alpha / beta) ... 0.748 / 0.748 eV
Molar mass ... 133.19 g/mol
Total charge ... 0
E_HOMO (alpha / beta) ... -5.082 / -5.080 eV
HOMO-LUMO gap (alpha / beta) ... 5.8 / 5.8 eV

These are the Mulliken partial charges, in e, on atoms 1 to 2: -0.543, -0.562

=====

<B>
Here is a cluster of 2 separate species, C5H15N3O in total from the Open Molecules 2025 dataset. Energies are from the ωB97M-V functional and the def2-TZVPD basis.

XYZ file:
```
24
C5H15N3O | the Open Molecules 2025 dataset | the ωB97M-V functional and the def2-TZVPD basis
O 2.248 -1.462 0.829
N -1.792 1.586 0.919
N -1.595 -0.118 -0.719
N -1.329 0.937 -1.701
C -1.191 0.295 0.625
C -1.728 -0.753 1.596
C 2.060 -0.706 -0.293
C 1.493 -1.172 -1.398
C 2.584 0.688 -0.133
H -1.835 1.729 1.920
H -1.404 -0.532 2.610
H 2.404 1.033 0.883
H -1.237 2.334 0.517
H 1.358 -0.545 -2.257
H -0.084 0.336 0.708
H -1.654 0.555 -2.587
H 1.157 -2.194 -1.478
H 1.930 -2.359 0.676
H -1.983 1.680 -1.457
H -2.812 -0.749 1.555
H 3.661 0.696 -0.301
H 2.108 1.357 -0.843
H -1.369 -1.740 1.322
H -0.993 -0.894 -0.993
```

Values from the calculation:
Lowest unoccupied orbital energy ... 0.817 eV
Molar mass ... 133.19 g/mol
Total charge ... 0
E_HOMO ... -7.862 eV
SMILES ... C[C@H](N)NN.C=C(C)O
HOMO-LUMO gap ... 8.7 eV

These are the Mulliken partial charges, in e, on atoms 1 to 2: -0.498, -0.807

=====

<C>
Here is a cluster of 2 separate species, C5H15N3O in total from the Open Molecules 2025 dataset. Energies are from the ωB97M-V functional and the def2-TZVPD basis.

XYZ file:
```
24
C5H15N3O | the Open Molecules 2025 dataset | the ωB97M-V functional and the def2-TZVPD basis
O 0.816 0.664 -1.781
N -1.702 0.549 -0.333
N -0.722 1.148 3.111
N -0.105 1.970 0.619
C -0.290 -1.624 -1.497
C -1.059 1.020 0.681
C 2.112 -1.202 -0.838
C -1.264 0.346 2.020
C 0.981 -0.949 -1.814
H 2.411 -2.248 -0.878
H -1.322 1.943 3.302
H -0.644 0.599 3.957
H -0.170 -2.575 -0.986
H -1.023 -0.825 -0.828
H -0.932 -1.757 -2.365
H 0.531 0.916 -2.665
H 1.790 -0.968 0.174
H 0.328 2.097 -0.295
H -2.331 0.107 2.115
H -1.430 1.031 -1.193
H 0.477 2.068 1.438
H 1.295 -1.125 -2.850
H 2.972 -0.580 -1.077
H -0.720 -0.605 1.985
```

Values from the calculation:
Lowest unoccupied orbital energy ... 0.900 eV
Molar mass ... 133.19 g/mol
Total charge ... 0
E_HOMO ... -8.344 eV
SMILES ... [H]/N=C(\N)CN.CC(C)O
HOMO-LUMO gap ... 9.2 eV

These are the Mulliken partial charges, in e, on atoms 1 to 2: -0.627, -0.750

=====

The relative energies come out as <A> 87.7; <B> 11.7; <C> 0.0, with values in kcal/mol.

=====

<A>
Here is an isolated molecule of C2H5INO2P from the Open Molecules 2025 dataset. Energies are from the ωB97M-V functional and the def2-TZVPD basis.

XYZ file:
```
12
C2H5INO2P | the Open Molecules 2025 dataset | the ωB97M-V functional and the def2-TZVPD basis
I 0.552 -3.213 1.067
P -0.914 2.249 0.055
O 0.233 -0.906 2.028
O 1.067 -2.734 -0.631
N -0.073 0.693 0.224
C -0.016 0.049 1.349
C 0.618 0.225 -0.921
H 1.558 0.782 -1.104
H -1.845 1.506 -0.733
H -0.206 0.252 -1.769
H 0.780 -0.834 -0.704
H -1.754 1.931 1.140
```

Values from the calculation:
Lowest unoccupied orbital energy (alpha / beta) ... 0.015 / -1.307 eV
Molar mass ... 232.95 g/mol
Total charge ... 0
E_HOMO (alpha / beta) ... -8.348 / -7.249 eV
HOMO-LUMO gap (alpha / beta) ... 8.4 / 5.9 eV

These are the Mulliken partial charges, in e, on atoms 1 to 2: 0.457, -0.022

=====

<B>
Here is a cluster of 2 separate species, C2H5INO2P in total from the Open Molecules 2025 dataset. Energies are from the ωB97M-V functional and the def2-TZVPD basis.

XYZ file:
```
12
C2H5INO2P | the Open Molecules 2025 dataset | the ωB97M-V functional and the def2-TZVPD basis
I -3.023 2.795 -2.109
P 0.343 -1.609 -0.568
O -1.983 2.297 -0.699
O -1.698 0.209 -2.387
N -0.564 -0.005 -0.343
C -0.707 0.815 0.859
C -1.233 0.387 -1.360
H -1.689 1.290 0.881
H -0.501 0.292 1.862
H 0.620 -1.413 0.751
H 1.532 -0.975 -0.901
H -0.009 1.613 0.583
```

Values from the calculation:
Lowest unoccupied orbital energy ... -0.496 eV
Molar mass ... 232.95 g/mol
Total charge ... 0
E_HOMO ... -7.667 eV
HOMO-LUMO gap ... 7.2 eV

These are the Mulliken partial charges, in e, on atoms 1 to 2: 0.094, 0.007

=====

The relative energies come out as <A> 42.0; <B> 0.0, with values in kcal/mol.

=====

<A>
Here is an isolated molecule of C3H5N3S from the Open Molecules 2025 dataset. Energies are from the ωB97M-V functional and the def2-TZVPD basis.

XYZ file:
```
12
C3H5N3S | the Open Molecules 2025 dataset | the ωB97M-V functional and the def2-TZVPD basis
S 5.283 -0.211 -0.390
N 2.898 -0.064 0.565
N 0.652 0.606 0.101
N 4.034 0.294 0.380
C 0.679 1.872 -0.155
C -0.399 -0.354 -0.272
C 1.679 -0.003 0.883
H -0.215 2.166 -0.727
H 0.013 -1.360 -0.354
H -0.817 -0.062 -1.234
H -1.194 -0.346 0.477
H 1.337 -0.579 1.737
```

Values from the calculation:
Lowest unoccupied orbital energy ... -0.099 eV
Molar mass ... 115.16 g/mol
Total charge ... 0
E_HOMO ... -8.013 eV
HOMO-LUMO gap ... 7.9 eV

These are the Mulliken partial charges, in e, on atoms 1 to 2: -0.167, 0.439

=====

<B>
Here is an isolated molecule of C3H5N3S from the Open Molecules 2025 dataset. Energies are from the ωB97M-V functional and the def2-TZVPD basis.

XYZ file:
```
12
C3H5N3S | the Open Molecules 2025 dataset | the ωB97M-V functional and the def2-TZVPD basis
S 0.635 -0.659 -1.251
N -1.296 0.737 0.215
N -2.293 -0.063 -0.018
N -1.979 -1.292 -0.346
C -0.785 -1.665 -0.624
C -0.081 0.526 0.056
C 0.975 1.341 0.684
H 1.517 -0.948 -0.289
H 0.645 2.077 1.460
H 1.379 1.793 -0.169
H -0.449 -2.640 -0.876
H 1.733 0.791 1.159
```

Values from the calculation:
Lowest unoccupied orbital energy ... 0.042 eV
Molar mass ... 115.16 g/mol
Total charge ... 0
E_HOMO ... -7.853 eV
HOMO-LUMO gap ... 7.9 eV

These are the Mulliken partial charges, in e, on atoms 1 to 2: -0.057, 0.044

=====

The relative energies come out as <A> 8.1; <B> 0.0, with values in kcal/mol.

=====

<A>
Here is an isolated molecule of C18H28N2O5S from the Open Molecules 2025 dataset. Energies are from the ωB97M-V functional and the def2-TZVPD basis.

XYZ file:
```
54
C18H28N2O5S | the Open Molecules 2025 dataset | the ωB97M-V functional and the def2-TZVPD basis
S 2.745 1.385 -2.415
O 3.578 0.928 -3.489
O -0.341 -1.428 2.337
O 4.070 4.813 -1.025
O 1.673 2.291 -2.735
O 0.659 -3.288 0.521
N -3.016 -1.674 1.582
N 3.767 2.002 -1.228
C 0.709 -0.097 -1.313
C 2.067 -0.008 -1.536
C 4.965 2.667 -1.705
C -2.448 -2.605 2.550
C 2.925 -0.993 -1.078
C -4.080 -2.228 0.762
C 4.660 4.113 -2.100
C -0.927 -2.701 2.310
C -3.701 0.607 1.057
C 0.187 -1.175 -0.620
C 3.082 2.755 -0.198
C 2.415 -2.067 -0.385
C -0.672 -3.430 0.967
C -3.444 -0.410 2.166
C -4.779 0.085 0.112
C -4.369 -1.289 -0.408
C 1.038 -2.172 -0.140
C 2.857 4.209 -0.631
H -2.622 -2.261 3.575
H -0.864 -0.863 1.753
H 0.070 0.685 -1.693
H -3.471 -1.192 -1.021
H -0.444 -3.260 3.117
H 3.980 4.111 -2.965
H 5.706 2.642 -0.900
H -3.763 -3.203 0.383
H -5.004 -2.374 1.349
H -2.662 -0.044 2.834
H 5.326 2.100 -2.563
H -2.891 -3.599 2.448
H -0.879 -1.223 -0.463
H -4.007 1.556 1.498
H 3.980 -0.898 -1.275
H 3.055 -2.851 -0.013
H 3.699 2.724 0.706
H -5.726 0.002 0.651
H -4.367 -0.541 2.760
H -4.923 0.776 -0.719
H -5.159 -1.715 -1.027
H 2.141 4.223 -1.464
H 5.574 4.654 -2.350
H -0.814 -4.503 1.112
H -2.777 0.773 0.499
H 2.475 4.806 0.198
H -1.381 -3.078 0.213
H 2.129 2.263 -0.003
```

Values from the calculation:
Lowest unoccupied orbital energy ... 0.659 eV
Molar mass ... 384.50 g/mol
Total charge ... 0
E_HOMO ... -8.630 eV
SMILES ... O=S(=O)(c1ccc(OC[C@@H](O)CN2CCCCC2)cc1)N1CCOCC1
HOMO-LUMO gap ... 9.3 eV

These are the Mulliken partial charges, in e, on atoms 1 to 2: 1.466, -0.770

=====

<B>
Here is an isolated molecule of C18H28N2O5S from the Open Molecules 2025 dataset. Energies are from the ωB97M-V functional and the def2-TZVPD basis.

XYZ file:
```
54
C18H28N2O5S | the Open Molecules 2025 dataset | the ωB97M-V functional and the def2-TZVPD basis
S 0.651 0.773 -2.609
O -2.589 -1.393 1.140
O 0.165 1.184 4.299
O 1.122 -0.209 -3.544
O 0.678 2.162 -2.969
O 2.881 -0.401 2.709
N 0.296 -0.863 3.335
N -0.914 0.439 -2.115
C 1.345 1.472 -0.060
C -3.181 0.870 1.572
C 0.816 0.269 3.846
C -3.733 -0.069 -3.312
C -1.490 -0.849 -2.440
C 1.484 0.527 -1.053
C 2.656 -0.946 0.437
C 1.828 1.203 1.208
C 2.353 0.282 3.827
C -1.766 -0.240 -4.874
C -1.105 -1.035 3.039
C 2.149 -0.661 -0.818
C -1.677 0.772 1.323
C -3.681 -0.484 1.065
C -2.448 -0.828 -3.641
C 2.454 -0.012 1.468
C 3.376 -2.225 0.728
C -1.416 -0.717 1.557
H -3.644 1.699 1.043
H -3.385 0.979 2.637
H -1.097 1.398 1.997
H 3.502 -2.808 -0.180
H 0.856 2.405 -0.285
H 2.730 -0.258 4.700
H -0.586 -1.090 0.941
H 2.255 -1.362 -1.632
H 0.932 -1.539 2.938
H -4.510 -0.880 1.660
H -0.841 -0.770 -5.085
H 2.703 1.319 3.885
H -4.228 -0.508 -2.448
H -2.712 -1.871 -3.849
H -3.528 0.979 -3.098
H 2.826 -2.819 1.457
H -0.646 -1.505 -2.660
H -2.421 -0.312 -5.740
H -1.392 -2.070 3.242
H -1.664 -0.369 3.699
H -1.437 1.026 0.290
H -4.419 -0.109 -4.156
H -4.001 -0.421 0.018
H 1.699 1.936 1.988
H -2.009 -1.232 -1.553
H -1.520 1.219 -2.313
H 4.354 -2.013 1.157
H -1.517 0.808 -4.718
```

Values from the calculation:
Lowest unoccupied orbital energy ... 0.608 eV
Molar mass ... 384.50 g/mol
Total charge ... 0
E_HOMO ... -9.015 eV
SMILES ... Cc1cc(S(=O)(=O)NCC(C)C)ccc1OCC(=O)NC[C@@H]1CCCO1
HOMO-LUMO gap ... 9.6 eV

These are the Mulliken partial charges, in e, on atoms 1 to 2: 1.484, -0.579

=====

The relative energies come out as <A> 29.5; <B> 0.0, with values in kcal/mol.

=====

<A>
Here is an isolated molecule of CH3N3O3 from the Open Molecules 2025 dataset. Energies are from the ωB97M-V functional and the def2-TZVPD basis.

XYZ file:
```
10
CH3N3O3 | the Open Molecules 2025 dataset | the ωB97M-V functional and the def2-TZVPD basis
O 0.583 1.307 0.391
O -3.005 0.182 -0.109
O 0.142 -0.999 0.377
N 2.155 -0.217 -0.211
N -1.203 -0.937 0.329
N -1.640 0.131 -0.137
C 0.918 0.190 0.139
H 2.915 0.439 -0.150
H -3.222 1.102 -0.327
H 2.357 -1.197 -0.303
```

Values from the calculation:
Lowest unoccupied orbital energy ... 0.817 eV
Molar mass ... 105.05 g/mol
Total charge ... 0
E_HOMO ... -9.958 eV
SMILES ... NC(=O)O/N=N/O
HOMO-LUMO gap ... 10.8 eV

These are the Mulliken partial charges, in e, on atoms 1 to 2: -0.477, -0.401

=====

<B>
Here is an isolated molecule of CH3N3O3 from the Open Molecules 2025 dataset. Energies are from the ωB97M-V functional and the def2-TZVPD basis.

XYZ file:
```
10
CH3N3O3 | the Open Molecules 2025 dataset | the ωB97M-V functional and the def2-TZVPD basis
O -2.007 -0.075 -0.229
O 2.396 -0.772 0.928
O 1.571 -2.461 1.993
N 0.251 0.023 -0.311
N 0.288 -1.236 0.778
N 1.504 -1.512 1.260
C -0.990 0.458 -0.575
H 1.136 0.506 -0.267
H -0.573 -1.748 0.872
H -0.947 1.350 -1.228
```

Values from the calculation:
Lowest unoccupied orbital energy ... 0.429 eV
Molar mass ... 105.05 g/mol
Total charge ... 0
E_HOMO ... -10.732 eV
SMILES ... O=CNN[N+](=O)[O-]
HOMO-LUMO gap ... 11.2 eV

These are the Mulliken partial charges, in e, on atoms 1 to 2: -0.531, -0.688

=====

The relative energies come out as <A> 0.0; <B> 48.3, with values in kcal/mol.

=====

<A>
Here is an isolated molecule of CH2BrF2P from the Open Molecules 2025 dataset. Energies are from the ωB97M-V functional and the def2-TZVPD basis.

XYZ file:
```
7
CH2BrF2P | the Open Molecules 2025 dataset | the ωB97M-V functional and the def2-TZVPD basis
Br 2.724 -0.376 -0.513
P 0.337 -1.204 0.464
F -1.017 0.039 -1.575
F -1.865 0.416 0.429
C -0.706 0.334 -0.280
H 0.671 -0.600 1.825
H -0.143 1.392 -0.349
```

Values from the calculation:
Lowest unoccupied orbital energy ... -1.903 eV
Molar mass ... 162.90 g/mol
Total charge ... 0
E_HOMO ... -10.298 eV
SMILES ... FC(F)PBr
HOMO-LUMO gap ... 8.4 eV

These are the Mulliken partial charges, in e, on atoms 1 to 2: -0.243, 0.075

=====

<B>
Here is a cluster of 2 separate species, CH2BrF2P in total from the Open Molecules 2025 dataset. Energies are from the ωB97M-V functional and the def2-TZVPD basis.

XYZ file:
```
7
CH2BrF2P | the Open Molecules 2025 dataset | the ωB97M-V functional and the def2-TZVPD basis
Br -3.018 -0.088 -0.371
P -1.706 0.899 1.052
F -1.103 2.661 -0.884
F 0.560 2.103 0.392
C -0.524 1.620 -0.245
H 0.336 -1.421 0.988
H -0.189 0.892 -0.996
```

Values from the calculation:
Lowest unoccupied orbital energy (alpha / beta) ... -0.623 / -1.734 eV
Molar mass ... 162.90 g/mol
Total charge ... 0
E_HOMO (alpha / beta) ... -8.993 / -10.352 eV
HOMO-LUMO gap (alpha / beta) ... 8.4 / 8.6 eV

These are the Mulliken partial charges, in e, on atoms 1 to 2: -0.102, 0.091

=====

The relative energies come out as <A> 0.0; <B> 48.9, with values in kcal/mol.